1.
Here is a structure of composition C16H38BaBr6N2O8V2 from OMol25. Energies are from ωB97M-V/def2-TZVPD.

Calculated values
Total charge: +2
Kohn-Sham gap, eV: 1.9
LUMO level, eV: -8.8
Largest force on an atom, eV/A: 4.403
Electronic energy, eV: -508858.2974

Geometry (Å):
O1 6.21 3.12 0.22
V1 5.57 4.11 1.27
O2 5.90 5.61 0.83
O3 4.27 -5.70 2.08
V2 3.10 -5.36 3.06
O4 2.63 -6.62 3.92
Ba1 1.75 0.79 6.42
O5 0.43 -0.90 2.01
C1 0.32 -0.10 0.81
C2 0.20 1.44 0.69
O6 1.06 2.33 1.35
H1 -0.41 -0.60 0.18
H2 1.23 -0.47 0.33
H3 -0.78 1.73 1.06
H4 0.08 1.85 -0.32
Br1 0.18 1.19 -6.37
C3 -1.00 -0.25 -6.97
C4 -2.40 -0.14 -6.25
Br2 -3.85 -1.12 -7.12
H5 -0.66 -1.24 -6.66
H6 -1.21 -0.19 -8.04
H7 -2.76 0.89 -6.35
H8 -2.39 -0.29 -5.17
Br3 -4.07 6.04 -2.02
C5 -3.03 7.45 -0.98
C6 -3.47 8.77 -1.69
Br4 -2.59 10.32 -0.91
H9 -1.96 7.25 -1.04
H10 -3.37 7.47 0.06
H11 -4.54 8.96 -1.73
H12 -3.29 8.67 -2.76
Br5 7.88 -4.61 -3.51
C7 7.50 -2.65 -3.45
C8 6.41 -2.36 -4.44
Br6 6.59 -3.20 -6.26
H13 8.41 -2.12 -3.72
H14 7.09 -2.29 -2.51
H15 6.31 -1.30 -4.70
H16 5.43 -2.68 -4.08
C9 1.85 -8.36 -2.25
C10 1.09 -7.01 -2.42
C11 0.19 -6.99 -3.64
O7 -0.94 -7.80 -3.34
C12 -1.99 -7.64 -4.25
N1 0.33 -6.85 -1.21
H17 1.75 -9.01 -3.12
H18 1.52 -8.93 -1.38
H19 2.87 -8.02 -2.05
H20 1.83 -6.23 -2.63
H21 0.77 -7.32 -4.50
H22 -0.11 -5.95 -3.80
H23 -2.91 -8.15 -3.96
H24 -1.77 -7.86 -5.29
H25 -2.29 -6.60 -4.23
H26 -0.32 -7.62 -1.13
H27 -0.35 -6.12 -1.29
C13 -2.58 6.94 7.35
C14 -2.21 5.45 7.48
C15 -3.36 4.53 6.90
O8 -3.00 3.17 7.01
C16 -4.12 2.52 7.44
N2 -0.88 5.15 6.98
H28 -3.29 7.27 8.10
H29 -2.86 7.20 6.33
H30 -1.71 7.56 7.54
H31 -2.10 5.34 8.56
H32 -3.53 4.64 5.83
H33 -4.22 4.83 7.49
H34 -4.93 2.40 6.71
H35 -4.53 2.97 8.34
H36 -3.80 1.53 7.75
H37 -0.87 5.35 5.99
H38 -0.30 5.83 7.47

***

2.
Here is a cluster of 9 separate species, C16H38Br8N4O9 in total from OMol25. Energies are from ωB97M-V/def2-TZVPD.

Calculated values
ΔE to the lowest compared entry with this formula, charge and spin, eV: 0.418
Kohn-Sham gap, eV: 9.8
LUMO level, eV: -0.2
Largest force on an atom, eV/A: 1.924
Electronic energy, eV: -601924.8705

Geometry (Å):
C1 1.44 -0.58 3.97
N1 1.86 -1.10 5.29
O1 1.14 -0.87 6.23
O2 2.87 -1.76 5.36
H1 1.81 0.44 3.90
H2 0.37 -0.51 3.84
H3 1.91 -1.20 3.22
C2 -3.46 1.27 3.71
N2 -2.03 0.86 3.78
O3 -1.61 0.49 4.85
O4 -1.34 1.00 2.80
H4 -3.59 1.86 4.61
H5 -4.12 0.40 3.71
H6 -3.62 1.76 2.76
C3 3.19 3.55 -0.83
N3 2.98 4.48 0.29
O5 2.01 4.32 1.00
O6 3.72 5.45 0.35
H7 2.38 2.82 -0.75
H8 4.10 2.95 -0.72
H9 3.15 4.03 -1.80
C4 -0.40 -5.15 0.05
N4 -1.61 -5.50 -0.72
O7 -1.61 -6.46 -1.44
O8 -2.52 -4.69 -0.62
H10 -0.54 -4.16 0.45
H11 0.42 -5.23 -0.67
H12 -0.18 -5.92 0.80
Br1 0.75 -1.72 0.41
C5 0.63 0.16 -0.11
C6 -0.80 0.45 -0.55
Br2 -0.92 2.30 -1.23
H13 1.23 0.24 -1.02
H14 0.96 0.81 0.69
H15 -1.54 0.38 0.24
H16 -1.05 -0.19 -1.39
Br3 3.71 0.97 1.76
C7 5.36 0.32 2.69
C8 5.23 0.55 4.17
Br4 6.92 0.00 4.98
H17 6.21 0.88 2.30
H18 5.45 -0.72 2.40
H19 4.52 -0.12 4.64
H20 4.98 1.56 4.47
Br5 0.48 5.93 -1.19
C9 -0.86 5.65 -2.59
C10 -0.17 5.16 -3.85
Br6 0.98 6.56 -4.62
H21 -1.37 6.59 -2.79
H22 -1.61 4.92 -2.28
H23 -0.85 4.86 -4.65
H24 0.50 4.33 -3.66
Br7 1.82 -0.46 -3.73
C11 1.46 -2.26 -3.03
C12 1.85 -3.27 -4.09
Br8 1.79 -5.07 -3.26
H25 0.46 -2.37 -2.61
H26 2.14 -2.35 -2.18
H27 2.84 -3.11 -4.48
H28 1.11 -3.32 -4.89
C13 -3.72 -1.42 -3.96
C14 -3.33 -1.94 -2.59
O9 -3.98 -1.10 -1.64
C15 -3.99 -1.62 -0.31
C16 -4.56 -0.48 0.51
H29 -3.27 -2.04 -4.74
H30 -4.80 -1.34 -4.10
H31 -3.38 -0.39 -4.07
H32 -3.74 -2.95 -2.50
H33 -2.25 -2.02 -2.44
H34 -4.69 -2.46 -0.35
H35 -3.01 -1.99 0.01
H36 -4.89 -0.79 1.51
H37 -5.42 -0.02 0.03
H38 -3.86 0.35 0.62

***

3.
Here is a cluster of 7 separate species, C16H38Cl2NO13P2S in total from OMol25. Energies are from ωB97M-V/def2-TZVPD.

Calculated values
Total charge: +1
Kohn-Sham gap, eV: 7.2
LUMO level, eV: -4.2
Largest force on an atom, eV/A: 3.468
Electronic energy, eV: -99767.2629

Geometry (Å):
C1 1.21 -3.46 0.93
C2 2.15 -2.34 0.33
Cl1 2.49 -1.16 1.70
C3 1.50 -1.60 -0.94
N1 1.03 -0.24 -0.58
C4 -0.24 -0.18 -0.02
C5 -0.85 1.07 0.35
C6 -2.29 1.23 0.94
C7 -2.90 -0.10 1.52
C8 -4.39 -0.34 1.02
C9 -4.49 -0.54 -0.53
S1 -3.75 -2.13 -1.11
O1 -2.78 -1.78 -2.14
O2 -3.14 -2.86 -0.01
Cl2 -5.25 -3.25 -2.01
C10 -0.09 2.33 0.12
C11 -0.70 3.71 0.49
O3 -0.68 4.05 1.64
O4 -1.22 4.56 -0.46
C12 1.24 2.20 -0.48
C13 2.06 3.50 -0.74
P1 3.03 3.84 0.83
O5 2.12 3.48 1.96
O6 4.39 2.91 1.01
O7 3.30 5.48 0.88
C14 1.81 0.87 -0.83
P2 3.51 0.89 -1.62
C15 4.58 -0.54 -1.08
C16 3.43 1.07 -3.48
H1 0.12 -3.19 0.90
H2 1.45 -3.54 2.03
H3 1.39 -4.48 0.51
H4 3.11 -2.84 0.03
H5 2.19 -1.60 -1.81
H6 0.59 -2.18 -1.24
H7 -0.79 -1.14 0.11
H8 -2.37 2.07 1.68
H9 -2.94 1.56 0.07
H10 -2.27 -1.01 1.39
H11 -3.00 0.06 2.63
H12 -5.10 0.44 1.41
H13 -4.71 -1.31 1.49
H14 -4.09 0.30 -1.15
H15 -5.59 -0.61 -0.79
H16 -1.58 5.31 0.07
H17 2.69 3.44 -1.66
H18 1.34 4.35 -0.91
H19 5.14 3.47 0.69
H20 3.98 5.65 1.57
H21 5.64 -0.28 -1.40
H22 4.35 -1.52 -1.58
H23 4.63 -0.65 0.04
H24 2.36 1.33 -3.76
H25 4.03 1.97 -3.79
H26 3.72 0.16 -4.06
O8 4.89 8.00 0.69
H27 4.29 7.26 0.60
H28 4.33 8.72 1.00
O9 1.58 -5.65 2.76
H29 0.99 -6.40 2.93
H30 2.45 -5.99 2.99
O10 -1.28 3.43 -3.44
H31 -1.36 3.62 -2.50
H32 -0.93 2.54 -3.48
O11 -6.62 -6.32 -0.29
H33 -7.17 -5.92 0.39
H34 -6.22 -5.56 -0.74
O12 -9.28 -5.65 -1.61
H35 -9.84 -6.42 -1.44
H36 -8.39 -5.96 -1.38
O13 4.43 -2.42 4.37
H37 3.90 -2.02 5.07
H38 4.85 -1.68 3.93

***

4.
Here is a cluster of 3 separate species, C16H38ClS in total from OMol25. Energies are from ωB97M-V/def2-TZVPD.

Calculated values
Total charge: +1
Kohn-Sham gap, eV: 8.5
LUMO level, eV: -3.8
Largest force on an atom, eV/A: 2.323
Electronic energy, eV: -40558.5404

Geometry (Å):
C1 5.94 4.73 3.42
C2 4.78 4.30 2.47
C3 3.54 3.71 3.23
Cl1 3.00 2.24 2.30
S1 2.16 4.91 3.33
C4 0.56 4.14 2.92
H1 5.66 4.80 4.47
H2 6.38 5.65 3.03
H3 6.72 3.96 3.34
H4 4.44 5.11 1.81
H5 5.15 3.51 1.81
H6 3.82 3.39 4.24
H7 2.39 5.80 2.32
H8 -0.12 4.96 2.65
H9 0.60 3.46 2.07
H10 0.12 3.62 3.78
C5 -0.13 -1.55 -2.91
C6 1.21 -0.93 -3.29
C7 2.41 -1.62 -2.63
C8 2.42 -1.58 -1.10
C9 2.40 -0.17 -0.50
C10 3.61 0.67 -0.87
H11 -0.32 -1.46 -1.84
H12 -0.94 -1.04 -3.44
H13 -0.16 -2.60 -3.19
H14 1.21 0.14 -3.03
H15 1.34 -0.98 -4.37
H16 3.33 -1.19 -3.02
H17 2.42 -2.67 -2.94
H18 3.32 -2.10 -0.75
H19 1.58 -2.14 -0.71
H20 2.36 -0.27 0.59
H21 1.48 0.35 -0.79
H22 4.54 0.18 -0.55
H23 3.56 1.65 -0.38
H24 3.67 0.85 -1.95
C11 -2.35 -2.35 0.07
C12 -3.26 -2.90 -1.03
C13 -4.39 -1.95 -1.40
C14 -5.38 -1.63 -0.28
C15 -6.07 -2.85 0.34
C16 -6.93 -3.63 -0.66
H25 -2.90 -2.20 1.01
H26 -1.54 -3.05 0.27
H27 -1.91 -1.40 -0.23
H28 -3.66 -3.87 -0.72
H29 -2.65 -3.08 -1.92
H30 -4.93 -2.36 -2.26
H31 -3.96 -1.00 -1.76
H32 -6.15 -0.95 -0.67
H33 -4.87 -1.08 0.51
H34 -6.71 -2.51 1.16
H35 -5.33 -3.52 0.78
H36 -7.70 -2.98 -1.09
H37 -7.43 -4.46 -0.16
H38 -6.33 -4.04 -1.47